DFT (the ωB97M-V functional and the def2-TZVPD basis) results for C21H22IN7OPdTe as an isolated structure at a distorted geometry.

- highest occupied orbital energy (Eh) = 0.00742
- orbital gap (eV) = 3.823
- charge = -2

XYZ file:
```
54
Properties=species:S:1:pos:R:3:forces:R:3
Pd -0.035172 -2.266819 -1.252450 -0.456 -0.239 -0.372
I -6.237563 -1.338062 -3.439204 0.654 -0.161 0.114
C -4.186072 -1.756715 -3.075142 -1.072 0.208 -0.233
C -3.106469 -1.260929 -3.788012 -0.261 0.111 -0.131
N -1.992554 -1.745432 -3.242188 0.115 -0.110 -0.405
N -2.322567 -2.532951 -2.199782 0.093 -0.259 -0.062
C -3.643593 -2.558997 -2.076628 -0.181 0.074 -0.072
H -3.078421 -0.595137 -4.635360 -0.060 0.057 -0.063
H -0.860430 -0.425175 -2.782401 0.096 0.452 0.108
H -4.146963 -3.120252 -1.306225 0.062 -0.002 0.067
N 4.554219 -3.322124 -0.944449 0.183 0.164 -0.014
C 3.202165 -3.588469 -1.241201 -0.289 -0.392 0.508
C 2.766509 -3.672298 -2.577376 -0.145 0.000 -0.190
C 1.438653 -3.984255 -2.825020 0.942 -0.136 -0.590
N 0.535802 -4.275095 -1.890608 -0.476 -0.330 0.056
C 0.918233 -4.031802 -0.604438 0.154 -0.705 0.755
C 2.268313 -3.774452 -0.243485 0.554 -0.159 -0.360
H 5.198291 -3.650703 -1.651439 -0.101 -0.029 0.141
H 4.827839 -3.618624 -0.016313 -0.044 0.022 -0.199
H 3.452925 -3.503530 -3.400740 -0.036 0.016 0.020
H 1.099755 -4.110708 -3.851727 0.015 0.123 0.040
H 0.243526 -4.449667 0.154739 0.309 0.379 -0.255
H 2.541503 -3.744494 0.806682 -0.057 0.144 -0.081
C 0.827561 0.956164 5.366904 -0.055 0.026 -0.083
C 0.390312 1.937958 4.318555 -0.093 -0.123 0.023
C 0.855357 3.240831 4.290929 -0.038 0.010 -0.006
C 0.488411 4.100709 3.268632 -0.053 0.041 -0.200
C -0.340048 3.665348 2.231383 0.112 -0.208 0.548
N -0.620988 4.572499 1.206211 0.124 0.373 -0.137
C -1.485469 4.485533 0.115776 -0.124 0.349 -0.087
O -2.199135 5.466805 -0.125158 -0.012 0.074 0.008
N -1.499437 3.427171 -0.715081 -0.460 0.066 -0.094
C -0.709038 2.279175 -0.935789 0.173 -0.694 -0.405
C 0.540264 2.007481 -0.268033 0.241 -0.267 -0.201
C 1.035324 0.741246 -0.345496 0.386 0.831 0.204
C 0.531227 -0.249386 -1.270819 0.680 -0.337 -1.143
N -0.378982 0.306381 -2.227238 0.105 -0.157 -0.029
C -1.146863 1.383698 -1.858239 0.036 0.334 0.380
C -0.849570 2.373860 2.286609 -0.112 0.095 0.011
C -0.488647 1.529351 3.317838 0.120 0.224 0.096
H 1.530760 1.407193 6.066653 0.029 -0.002 0.061
H 1.303609 0.104082 4.883759 0.077 -0.113 0.049
H -0.030304 0.576626 5.921540 -0.018 -0.056 0.111
H 1.519076 3.591798 5.073516 0.038 0.025 0.011
H 0.859654 5.117968 3.265788 0.072 0.085 -0.077
H -0.591410 5.536174 1.520030 -0.128 -0.239 -0.196
H -2.242051 3.520241 -1.399346 0.153 0.156 0.246
H 1.013548 2.758072 0.342041 0.056 -0.043 0.072
H 1.916750 0.464149 0.216323 0.014 0.040 -0.007
H 1.388381 -0.764572 -1.828989 -0.631 0.398 0.567
H -2.073237 1.517903 -2.407419 -0.044 -0.028 0.060
H -1.507874 2.009907 1.516622 -0.095 -0.177 -0.142
H -0.876896 0.524558 3.320773 -0.042 -0.182 -0.080
Te -0.598211 -1.262230 0.934493 -0.508 0.275 1.656
```
Forces are in eV/Å.

Atomic partial charges in e from the Löwdin method, atoms 1 to 4:
1 Pd 0.301
2 I 0.606
3 C -0.776
4 C -0.300

DFT (the ωB97M-V functional and the def2-TZVPD basis) results for C21H22MnN4O as an isolated structure.

- multiplicity = 5
- highest occupied orbital energy (alpha / beta) (Eh) = -0.39580 / -0.40192
- <S²> = 6.07
- orbital gap (alpha / beta) (eV) = 5.751 / 5.714
- charge = +1

XYZ file:
```
49
Properties=species:S:1:pos:R:3:forces:R:3
Mn -0.268374 -0.037352 -0.252909 -0.386 -0.096 -0.793
C -1.742721 4.382128 -2.932077 0.058 -0.035 0.006
C -2.825174 4.023479 -2.142478 -0.038 -0.029 0.064
C -2.671720 3.119734 -1.099534 -0.152 0.007 -0.193
C -1.419808 2.577049 -0.833159 -0.248 -0.272 0.413
C -0.338416 2.941622 -1.618883 0.235 0.165 -0.057
C -0.494797 3.834558 -2.667007 -0.065 0.021 0.004
N -1.211181 1.577336 0.169131 0.006 -0.008 -0.467
C -1.766071 1.573697 1.404553 0.063 0.094 0.251
C -2.596611 2.575199 1.968070 0.109 -0.072 -0.037
C -3.069831 2.413542 3.239504 -0.024 -0.111 0.201
C -2.758503 1.284927 4.049026 -0.161 0.242 0.002
C -1.920999 0.330881 3.573998 0.170 -0.010 -0.189
C -1.413443 0.479532 2.260354 -0.180 0.179 0.023
N -0.507693 -0.347032 1.679331 0.279 -0.087 0.524
N 0.040961 -1.323778 2.269213 0.171 -0.239 -0.318
C 0.935011 -1.994861 1.401248 -0.158 0.170 0.294
C 1.713315 -3.023186 1.886224 0.128 -0.165 0.027
C 2.587063 -3.652278 1.008751 -0.024 -0.022 0.143
C 2.645101 -3.252842 -0.317224 -0.033 0.058 -0.085
C 1.820898 -2.223420 -0.734821 0.008 -0.103 -0.013
N 0.995996 -1.604873 0.111713 -0.240 0.132 0.075
H -1.871131 5.078641 -3.749564 0.005 0.002 0.018
H -3.804704 4.437751 -2.342784 0.010 -0.007 -0.010
H -3.539541 2.810234 -0.532894 0.017 -0.019 0.006
H 0.646747 2.550346 -1.393902 0.026 -0.075 -0.003
H 0.360453 4.108400 -3.270149 -0.003 -0.003 0.007
H -2.833265 3.466927 1.410443 -0.006 -0.009 -0.019
H -3.709801 3.182986 3.653189 0.019 -0.001 0.006
H -3.176692 1.203832 5.041869 -0.015 0.028 -0.008
H -1.630760 -0.526528 4.164589 0.018 -0.014 -0.033
H 1.626529 -3.307597 2.924953 0.019 -0.002 -0.018
H 3.218430 -4.456611 1.362401 -0.014 0.003 -0.002
H 3.306422 -3.732591 -1.023720 -0.007 0.004 0.011
H 1.787439 -1.884473 -1.762082 0.001 0.024 0.004
C -1.728322 -0.124270 -4.032362 -0.049 0.059 -0.102
C -1.770749 -0.847231 -2.697910 0.232 0.158 0.105
C -3.041030 -0.515200 -1.934278 -0.070 0.033 0.109
C -1.635435 -2.349433 -2.879171 0.089 -0.131 -0.021
O -0.619292 -0.396504 -1.948554 0.218 0.082 0.018
H -2.546475 -0.455844 -4.674616 0.013 0.006 0.019
H -0.785699 -0.327604 -4.541515 -0.015 -0.009 0.010
H -1.816977 0.953496 -3.885458 0.004 -0.007 0.021
H -3.913377 -0.916690 -2.451083 0.009 0.019 -0.011
H -3.164045 0.562455 -1.837954 0.000 0.031 0.002
H -3.023743 -0.960045 -0.933269 0.006 -0.034 0.006
H -2.493497 -2.747812 -3.422290 0.021 0.005 -0.010
H -1.582227 -2.854132 -1.911522 -0.031 0.019 0.011
H -0.731959 -2.588764 -3.442691 -0.015 0.017 0.006
```
Forces are in eV/Å.

Atomic partial charges in e from the Löwdin method, atoms 1 to 4:
1 Mn 1.068
2 C -0.072
3 C -0.062
4 C -0.053

DFT (the ωB97M-V functional and the def2-TZVPD basis) results for C21H22MnN6O5S2 as an isolated structure.

- multiplicity = 2
- highest occupied orbital energy (alpha / beta) (Eh) = -0.26845 / -0.26788
- <S²> = 0.97
- orbital gap (alpha / beta) (eV) = 7.366 / 7.342
- charge = 0

XYZ file:
```
57
Properties=species:S:1:pos:R:3:forces:R:3
Mn -0.231055 0.071091 -0.166018 0.093 0.242 -0.054
C 1.492732 -2.087429 3.111140 0.030 0.026 0.015
C 1.583194 -1.587915 1.700198 -0.033 -0.011 0.087
O 0.563933 -1.461102 1.022889 -0.131 -0.005 -0.010
N 2.805411 -1.293722 1.224048 -0.056 0.038 -0.043
C 3.013521 -0.757951 -0.114209 -0.055 0.018 -0.043
C 2.841466 0.740230 -0.133722 0.000 0.036 0.112
C 3.929786 1.574892 -0.340639 0.028 0.020 0.036
C 3.771675 2.944916 -0.212837 0.047 -0.008 -0.021
C 2.531963 3.436396 0.154442 -0.040 0.022 0.040
C 1.491928 2.539830 0.326797 -0.045 -0.034 0.023
N 1.622824 1.222730 0.147290 -0.148 -0.078 -0.124
H 0.834496 -2.953155 3.132871 0.004 -0.011 -0.011
H 1.021144 -1.300155 3.702286 -0.012 0.005 -0.009
H 2.459311 -2.344770 3.541890 -0.012 0.005 -0.007
H 3.585116 -1.340347 1.856588 0.015 -0.017 0.004
H 2.306359 -1.225219 -0.795053 -0.096 -0.032 -0.039
H 4.020417 -1.020053 -0.431668 0.018 0.002 -0.009
H 4.891484 1.145320 -0.588576 -0.005 0.006 0.010
H 4.608191 3.613013 -0.374717 -0.017 -0.014 0.003
H 2.363850 4.493298 0.308146 -0.005 -0.020 0.002
H 0.506565 2.866701 0.634074 0.004 0.033 -0.025
S -0.571525 1.261111 2.809975 -0.028 0.081 0.020
C -1.918987 1.605374 1.850987 0.038 -0.100 -0.001
N -2.043390 1.249546 0.584522 0.329 -0.071 0.455
C -3.296904 1.539942 0.074925 0.077 -0.055 -0.132
C -3.762224 1.188508 -1.194342 -0.007 0.010 0.000
C -5.053939 1.528151 -1.559485 0.004 -0.006 0.007
C -5.891513 2.210255 -0.676789 -0.034 0.017 -0.006
C -5.450203 2.548885 0.592495 -0.001 -0.005 0.020
C -4.157748 2.202682 0.963873 -0.016 0.005 -0.011
S -3.346100 2.415068 2.486750 -0.022 0.026 0.010
H -3.129813 0.623554 -1.868891 -0.003 0.015 0.011
H -5.422277 1.251538 -2.539312 0.013 0.001 0.010
H -6.898656 2.466834 -0.980286 0.030 -0.004 0.010
H -6.105375 3.062489 1.285261 0.019 -0.012 -0.013
C -3.400805 -1.511869 1.341521 -0.057 0.075 -0.026
C -2.843824 -1.806735 -0.004143 0.023 -0.005 0.130
N -1.707231 -1.359970 -0.498609 -0.044 0.104 -0.358
C -1.531724 -1.969251 -1.715039 -0.136 -0.010 -0.035
C -2.601034 -2.778982 -1.983149 0.190 -0.029 -0.003
N -3.416461 -2.650141 -0.889236 -0.010 -0.138 0.041
C -2.997137 -3.692619 -3.086335 -0.221 0.290 0.042
O -2.159509 -3.827578 -4.090489 0.609 0.168 0.010
O -4.075001 -4.241369 -3.037756 0.138 -0.058 0.036
C -0.290839 -1.651738 -2.467101 0.049 -0.040 -0.110
O -0.057433 -2.205064 -3.548021 -0.204 -0.244 -0.076
O 0.440422 -0.782053 -1.895811 0.369 -0.086 0.069
H -2.633450 -1.040230 1.951531 0.013 0.024 0.004
H -3.721199 -2.432474 1.831117 -0.005 0.001 -0.027
H -4.260534 -0.841678 1.272539 0.022 0.022 0.013
H -4.282894 -3.156385 -0.791034 -0.015 -0.011 0.002
H -1.305808 -3.295720 -3.959845 -0.406 -0.030 0.065
N -0.461976 1.671434 -1.674847 -0.318 -0.175 -0.070
H -0.873444 2.532414 -1.331878 -0.006 0.011 -0.017
H -1.088032 1.299328 -2.380729 -0.007 0.067 -0.053
H 0.406962 1.883601 -2.152729 0.035 -0.061 0.047
```
Forces are in eV/Å.

Atomic partial charges in e from the Löwdin method, atoms 1 to 4:
1 Mn 0.621
2 C 0.023
3 C -0.497
4 O -0.033

Question: Among the records above, which one has the highest charge?
Answer: C21H22MnN4O

Question: Which value of charge does entry 3 give?
Answer: 0

Question: Which value of charge does entry 1 give?
Answer: -2

Question: Among the records above, which one has the lowest charge?
Answer: C21H22IN7OPdTe